Entry 1:
Computed, not measured: a 2-piece molecular cluster, C3H10N2O4S2 overall at a distorted geometry, with ωB97M-V/def2-TZVPD.

Results
HOMO	-0.3407	Ha
ΔE to the lowest compared entry with this formula, charge and spin	0.0	kJ/mol
HOMO-LUMO gap	9.84	eV

Each line ends with the Mulliken charge.
Cartesian coordinates (Å):
C  2.258  1.918  -2.380  -0.710
C  -2.510  -0.886  1.631  -0.992
C  0.329  -1.999  1.356  -0.041
N  0.370  -2.146  2.620  -0.558
N  1.570  2.098  -1.126  -0.236
O  -1.874  -3.060  0.351  -0.628
O  -1.008  -0.967  -0.654  -0.600
O  0.506  0.809  0.717  -0.647
O  -0.852  1.856  -1.081  -0.524
S  -1.315  -1.714  0.548  1.042
S  0.519  0.879  -0.767  0.733
H  1.414  1.797  -3.186  0.239
H  2.807  2.888  -2.677  0.286
H  2.913  1.078  -2.384  0.293
H  -2.293  0.130  1.971  0.322
H  -3.485  -0.944  1.198  0.360
H  -2.404  -1.463  2.504  0.388
H  1.058  -2.136  0.580  0.407
H  1.318  -2.330  2.940  0.269
H  -1.492  1.735  -1.822  0.320
H  2.171  2.457  -0.338  0.276

Entry 2:
Computed, not measured: C62H61BaNOP2S as an isolated structure at a distorted geometry, with ωB97M-V/def2-TZVPD.

Results
HOMO (alpha / beta)	-0.2307 / -0.1672	Ha
ΔE to the lowest compared entry with this formula, charge and spin	130.5	kJ/mol
HOMO-LUMO gap (alpha / beta)	6.43 / 4.76	eV

Each line ends with the Mulliken charge.
Cartesian coordinates (Å):
Ba  1.605  0.865  -0.753  1.295
C  5.780  0.822  -0.543  -1.615
C  5.392  1.167  0.895  1.082
C  4.969  2.632  0.985  -1.393
C  4.319  0.243  1.457  0.223
C  3.507  0.627  2.529  -0.181
C  2.551  -0.227  3.054  -0.424
C  2.353  -1.501  2.529  0.462
C  1.355  -2.440  3.136  -0.374
C  3.135  -1.878  1.444  -0.756
C  4.101  -1.024  0.924  -0.147
H  6.490  1.555  -0.928  0.484
H  4.921  0.816  -1.222  0.271
H  6.249  -0.157  -0.629  0.389
H  6.289  1.040  1.513  0.228
H  3.967  2.751  0.565  0.258
H  5.661  3.273  0.439  0.434
H  4.918  2.998  2.010  0.378
H  3.611  1.613  2.964  0.170
H  1.940  0.105  3.886  0.425
H  1.805  -3.000  3.960  0.480
H  0.993  -3.159  2.400  -0.175
H  0.502  -1.894  3.537  -0.256
H  2.990  -2.853  0.995  0.433
H  4.666  -1.356  0.063  -0.014
O  0.945  2.530  0.737  -0.940
S  -0.399  1.772  1.239  2.570
C  -1.632  2.884  0.786  0.156
C  -2.111  3.877  1.670  -1.009
C  -3.169  4.665  1.304  -0.640
C  -3.791  4.516  0.049  -1.177
C  -3.312  3.560  -0.827  0.019
C  -2.249  2.722  -0.485  -0.311
P  -1.505  1.569  -1.646  1.941
C  -2.694  0.231  -1.972  -0.021
C  -2.212  -0.932  -2.573  -0.329
C  -3.058  -2.005  -2.811  -0.717
C  -4.393  -1.930  -2.440  -0.847
C  -4.878  -0.780  -1.832  -0.458
C  -4.034  0.297  -1.600  -0.521
C  -1.370  2.481  -3.214  0.283
C  -0.484  3.561  -3.231  -0.905
C  -0.239  4.250  -4.407  -0.648
C  -0.869  3.861  -5.584  -0.536
C  -1.750  2.793  -5.573  -0.670
C  -2.003  2.104  -4.392  -0.454
C  -0.263  1.681  2.980  -0.650
C  0.568  2.552  3.678  -0.231
C  0.691  2.415  5.051  -0.967
C  0.014  1.402  5.715  -0.939
C  -0.832  0.550  5.011  -0.066
C  -1.013  0.687  3.640  -0.745
P  -2.259  -0.247  2.649  1.086
C  -3.697  0.867  2.820  0.277
C  -4.786  0.590  1.991  -0.656
C  -5.931  1.368  2.044  -0.549
C  -6.000  2.443  2.921  -0.694
C  -4.923  2.728  3.745  -0.692
C  -3.778  1.944  3.697  0.007
C  -2.705  -1.596  3.817  0.179
C  -2.088  -2.835  3.635  0.529
C  -2.389  -3.905  4.465  -0.915
C  -3.330  -3.758  5.474  -0.690
C  -3.968  -2.538  5.650  -0.693
C  -3.658  -1.464  4.827  -0.191
H  -1.638  4.012  2.635  0.389
H  -3.522  5.426  1.990  0.447
H  -4.618  5.153  -0.234  0.407
H  -3.753  3.469  -1.814  0.461
H  -1.163  -1.009  -2.847  0.385
H  -2.668  -2.904  -3.272  0.527
H  -5.053  -2.770  -2.617  0.372
H  -5.918  -0.720  -1.533  0.449
H  -4.414  1.181  -1.104  0.388
H  -0.004  3.878  -2.309  0.416
H  0.446  5.089  -4.407  0.438
H  -0.670  4.393  -6.505  0.392
H  -2.245  2.488  -6.486  0.417
H  -2.688  1.265  -4.395  0.458
H  1.128  3.296  3.125  0.526
H  1.336  3.088  5.602  0.382
H  0.125  1.281  6.785  0.417
H  -1.379  -0.219  5.542  0.437
H  -4.730  -0.241  1.298  0.375
H  -6.768  1.140  1.395  0.415
H  -6.890  3.058  2.956  0.373
H  -4.969  3.567  4.428  0.437
H  -2.944  2.177  4.347  0.310
H  -1.374  -2.958  2.828  -0.136
H  -1.895  -4.856  4.313  0.488
H  -3.574  -4.595  6.115  0.374
H  -4.712  -2.421  6.428  0.432
H  -4.161  -0.516  4.970  0.417
C  1.296  -0.183  -4.888  -1.626
C  2.364  -1.043  -4.177  2.454
C  2.271  -2.454  -4.772  -2.317
C  2.100  -1.041  -2.677  -1.018
C  3.752  -0.429  -4.380  -0.145
C  4.878  -1.200  -4.651  -0.212
C  6.145  -0.630  -4.733  -0.830
C  6.317  0.731  -4.553  -0.457
C  5.203  1.521  -4.293  -1.011
C  3.947  0.944  -4.208  -0.046
H  0.314  -0.642  -4.755  0.344
H  1.493  -0.109  -5.963  0.403
H  1.230  0.835  -4.496  0.093
H  1.238  -2.801  -4.703  0.453
H  2.885  -3.164  -4.215  0.416
H  2.574  -2.485  -5.823  0.442
H  1.148  -1.627  -2.573  0.109
H  4.774  -2.267  -4.791  0.358
H  7.001  -1.261  -4.940  0.383
H  7.302  1.175  -4.622  0.408
H  5.316  2.591  -4.160  0.414
H  3.093  1.584  -4.008  0.403
N  -0.608  -2.516  0.292  1.048
C  -0.083  -3.787  0.055  -0.053
C  -0.744  -4.910  0.556  -0.652
C  -0.196  -6.173  0.398  -0.556
C  1.015  -6.342  -0.259  -0.705
C  1.666  -5.225  -0.765  -0.828
C  1.131  -3.956  -0.612  -0.118
H  -1.608  -2.464  0.414  0.377
H  -0.288  -1.767  -0.303  -0.869
H  -1.690  -4.785  1.074  0.437
H  -0.724  -7.032  0.794  0.408
H  1.438  -7.330  -0.382  0.388
H  2.604  -5.338  -1.296  0.452
H  1.645  -3.100  -1.038  0.596

Entry 3:
Computed, not measured: a 4-piece molecular cluster, C30H68BNO16P3 overall at a distorted geometry, with ωB97M-V/def2-TZVPD.

Results
HOMO (alpha / beta)	-0.2714 / -0.2715	Ha
2S+1	2
HOMO-LUMO gap (alpha / beta)	7.25 / 7.25	eV

Each line ends with the Mulliken charge.
Cartesian coordinates (Å):
C  2.310  2.410  1.490  -1.287
C  1.195  2.529  0.684  -0.382
C  1.186  2.346  -0.830  -1.299
C  1.956  1.049  -1.281  2.444
O  1.589  0.068  -0.294  0.053
B  2.297  -1.109  -0.371  0.869
O  2.962  -1.561  0.792  -0.518
O  2.368  -1.894  -1.477  -0.830
C  3.464  1.437  -1.289  -2.757
C  4.348  0.890  -2.450  1.589
C  5.309  -0.233  -2.003  -1.547
C  5.326  2.055  -2.835  -1.912
N  3.633  0.525  -3.681  0.741
O  3.626  -0.727  -3.946  -0.637
C  2.323  1.172  -3.843  1.773
C  1.716  0.584  -5.157  -1.732
C  2.357  2.694  -4.062  -1.924
C  1.365  0.737  -2.700  -2.233
H  2.379  1.521  2.121  0.233
H  3.104  3.152  1.543  0.275
H  0.261  2.817  1.172  0.674
H  0.126  2.262  -1.094  0.598
H  1.549  3.239  -1.359  0.120
H  2.338  -2.167  1.214  0.275
H  2.902  -2.676  -1.305  0.291
H  3.493  2.524  -1.362  0.626
H  3.977  1.217  -0.348  0.671
H  5.945  0.123  -1.194  0.437
H  5.959  -0.414  -2.866  0.499
H  4.805  -1.175  -1.807  0.177
H  5.760  1.839  -3.817  0.434
H  4.810  3.013  -2.924  0.383
H  6.158  2.142  -2.134  0.393
H  0.943  1.251  -5.543  0.423
H  2.511  0.411  -5.883  0.423
H  1.244  -0.381  -4.967  0.384
H  1.361  3.035  -4.347  0.471
H  3.035  2.912  -4.892  0.393
H  2.664  3.252  -3.177  0.246
H  1.122  -0.317  -2.837  0.618
H  0.435  1.290  -2.866  0.355
O  -3.607  0.968  2.252  -0.795
P  -3.374  -0.508  2.162  1.171
O  -2.287  -0.649  0.951  -0.343
C  -0.949  -0.175  1.147  0.365
C  -0.140  -1.168  1.958  -0.803
O  -4.742  -0.926  1.339  -0.354
C  -5.945  -0.171  1.475  -0.311
C  -6.184  0.647  0.224  -1.200
O  -3.155  -2.072  2.636  -0.364
C  -4.239  -2.939  3.007  -0.206
C  -4.465  -3.928  1.888  -0.827
H  -0.958  0.807  1.625  0.219
H  -0.513  -0.062  0.163  -0.150
H  -0.521  -1.239  2.980  0.395
H  0.904  -0.861  2.005  0.303
H  -0.205  -2.168  1.520  0.091
H  -5.923  0.461  2.362  0.366
H  -6.763  -0.886  1.609  0.353
H  -5.345  1.315  0.029  0.272
H  -7.094  1.242  0.314  0.387
H  -6.277  -0.009  -0.643  0.294
H  -5.142  -2.383  3.257  0.286
H  -3.931  -3.474  3.908  0.370
H  -4.740  -3.430  0.960  0.260
H  -5.256  -4.633  2.145  0.406
H  -3.550  -4.486  1.686  0.040
O  -2.103  -7.837  1.799  -0.730
P  -0.849  -8.652  1.861  1.081
O  -0.264  -8.331  3.354  -0.311
C  -0.968  -8.817  4.498  -0.336
C  -0.684  -10.289  4.737  -0.998
O  0.132  -7.666  0.975  -0.339
C  -0.398  -6.831  -0.055  -0.614
C  -0.403  -5.391  0.405  -0.931
O  0.188  -9.916  1.641  -0.341
C  0.873  -10.146  0.398  -0.150
C  2.324  -9.751  0.559  -1.115
H  -2.041  -8.635  4.387  0.287
H  -0.618  -8.233  5.349  0.319
H  -1.096  -10.900  3.930  0.256
H  -1.129  -10.620  5.677  0.404
H  0.389  -10.474  4.765  0.247
H  -1.394  -7.152  -0.359  0.408
H  0.255  -6.938  -0.927  0.362
H  -0.988  -5.271  1.317  0.200
H  -0.817  -4.736  -0.365  0.460
H  0.613  -5.062  0.634  0.244
H  0.395  -9.626  -0.430  0.252
H  0.809  -11.215  0.188  0.359
H  2.425  -8.695  0.803  0.264
H  2.880  -9.950  -0.358  0.386
H  2.781  -10.311  1.376  0.312
O  0.996  8.182  -1.513  -0.757
P  -0.402  8.317  -0.997  1.146
O  -0.301  9.572  0.046  -0.333
C  -0.065  10.885  -0.464  -0.334
C  -1.336  11.496  -1.026  -0.999
O  -0.392  7.073  0.084  -0.394
C  0.426  5.921  -0.123  -0.256
C  1.596  5.953  0.836  -1.124
O  -2.052  8.338  -0.984  -0.322
C  -2.838  7.135  -0.927  -0.100
C  -3.417  6.993  0.462  -1.125
H  0.728  10.861  -1.218  0.295
H  0.291  11.484  0.374  0.316
H  -1.667  10.954  -1.916  0.256
H  -1.173  12.539  -1.303  0.405
H  -2.144  11.442  -0.297  0.251
H  0.760  5.846  -1.158  0.406
H  -0.193  5.041  0.080  0.288
H  2.188  6.859  0.707  0.397
H  2.243  5.089  0.690  0.146
H  1.241  5.953  1.868  0.307
H  -2.262  6.260  -1.223  0.190
H  -3.650  7.246  -1.649  0.358
H  -2.634  6.913  1.214  0.263
H  -4.050  6.107  0.526  0.392
H  -4.013  7.871  0.717  0.316

Entry 4:
Computed, not measured: a 2-piece molecular cluster, C3H7F overall at a distorted geometry, with ωB97M-V/def2-TZVPD.

Results
HOMO (alpha / beta)	-0.2986 / -0.3188	Ha
ΔE to the lowest compared entry with this formula, charge and spin	422.9	kJ/mol
HOMO-LUMO gap (alpha / beta)	8.56 / 9.41	eV

Each line ends with the Mulliken charge.
Cartesian coordinates (Å):
C  -1.337  -0.887  -0.093  -0.586
C  1.540  1.046  0.155  -0.773
C  -1.023  0.434  -0.519  -0.199
F  -1.457  1.453  0.348  -0.267
H  -1.413  -1.623  -0.877  0.298
H  -0.619  -1.156  0.676  0.169
H  -2.435  -1.030  0.377  0.245
H  2.213  0.599  -0.680  0.263
H  1.214  0.430  1.050  0.253
H  1.655  2.186  0.362  0.251
H  -1.014  0.746  -1.564  0.347